# 1
Density functional theory data (ωB97M-V with the def2-TZVPD basis set) for C4H6IO3PTm as an isolated structure in a non-equilibrium geometry.

Spin multiplicity: 3
HOMO energy (alpha / beta) in Eh: -0.79411 / -0.80918
Max |F| in eV Å⁻¹: 3.72
Charge: +3
Kohn-Sham gap (alpha / beta) in eV: 8.28 / 7.04
Total energy in Eh: -2104.67375

CARTESIAN COORDINATES (ANGSTROEM)
O 2.439 -1.866 0.225
C 1.389 -1.427 -0.004
C 0.833 -0.881 -1.346
C -0.546 -0.288 -0.942
C -0.222 -0.055 0.548
P -1.508 0.608 1.765
O -0.966 2.079 1.982
I -3.645 0.737 0.817
O 0.364 -1.245 0.931
H 0.851 -1.656 -2.103
H 1.458 -0.035 -1.693
H -1.290 -1.059 -1.112
H -0.701 0.554 -1.615
H 0.656 0.648 0.567
H -0.624 2.268 2.880
Tm 1.511 1.619 -0.899

=====

# 2
Density functional theory data (ωB97M-V with the def2-TZVPD basis set) for C4H6IrO3 as an isolated structure in a non-equilibrium geometry.

Spin multiplicity: 5
HOMO energy (alpha / beta) in Eh: -0.08355 / -0.11601
Max |F| in eV Å⁻¹: 5.16
Charge: -1
Kohn-Sham gap (alpha / beta) in eV: 5.87 / 5.30
Total energy in Eh: -485.62232

CARTESIAN COORDINATES (ANGSTROEM)
H -2.209 -1.269 0.043
C -1.161 -1.148 0.337
C -0.141 -1.391 -0.539
H -0.434 -2.546 -0.269
H 0.898 -1.347 -0.207
O -1.140 -0.245 1.370
O 0.172 0.111 1.807
Ir 0.149 -0.971 3.376
C 0.913 1.699 -1.399
C -0.175 0.993 -1.774
O 1.421 1.795 -0.097
H 1.750 1.900 -2.085
H -1.005 1.237 -1.074
H 0.960 1.181 0.511

=====

# 3
Density functional theory data (ωB97M-V with the def2-TZVPD basis set) for C4H6LiNaO2 as an isolated structure in a non-equilibrium geometry.

Spin multiplicity: 2
HOMO energy (alpha / beta) in Eh: -0.04715 / -0.11688
Max |F| in eV Å⁻¹: 7.28
Charge: -1
Kohn-Sham gap (alpha / beta) in eV: 3.51 / 5.52
Total energy in Eh: -476.20056

CARTESIAN COORDINATES (ANGSTROEM)
O -2.006 0.788 0.373
Na -2.011 -0.610 -1.284
C -0.883 0.911 1.149
C 0.448 0.822 0.371
H -0.839 1.891 1.691
H 0.381 1.664 -0.343
H 1.283 1.070 1.051
H -0.830 0.146 1.967
C 0.533 -1.237 0.037
C 1.072 -0.289 -0.831
O 1.752 0.032 -1.858
Li 0.445 -1.442 -2.839
H -0.350 -1.524 0.613
H 1.004 -2.222 -0.098